(1)
36
Properties=species:S:1:pos:R:3 method="wB97M-V/def2-TZVPD" s_squared=2.0272 molar_mass_g_mol=451.9 homo_ev="0.248 / 0.241" spin_multiplicity=3 total_charge=-2 largest_force_ev_per_a=2.36 e_tot_ha=-1237.3535
C 1.699 -2.087 0.938
C 1.739 -1.613 -0.429
C 0.333 -1.724 -0.934
H 2.584 -1.554 -1.102
C -0.424 -2.401 0.110
C 0.416 -2.612 1.208
H 0.153 -3.223 2.090
H 2.555 -2.149 1.587
H 0.122 -1.647 -1.993
H -1.391 -2.901 -0.035
Pt 0.804 0.324 -0.340
Cl 2.942 1.036 -0.867
C 1.097 2.248 -3.602
C -0.137 1.606 -3.942
C 0.174 0.367 -4.590
H -1.139 1.993 -3.743
C 1.602 0.247 -4.654
C 2.170 1.408 -4.037
H 3.233 1.612 -3.909
H 1.205 3.208 -3.094
H -0.549 -0.358 -4.973
H 2.160 -0.584 -5.092
C -0.925 0.906 0.597
C -1.194 0.661 2.078
C -2.486 0.971 2.536
C -2.838 0.825 3.873
C -1.924 0.323 4.808
C -0.626 0.029 4.375
C -0.253 0.236 3.027
H -0.950 2.003 0.420
H -1.750 0.493 -0.015
H -3.218 1.359 1.828
H -3.843 1.098 4.207
H -2.212 0.201 5.860
H 0.096 -0.348 5.099
H 0.773 0.047 2.710

(2)
224
Properties=species:S:1:pos:R:3 method="wB97M-V/def2-TZVPD" molar_mass_g_mol=1305.8 homo_ev=-8.178 total_charge=0 largest_force_ev_per_a=3.71 e_tot_ha=-4443.3868
C 2.454 4.593 1.202
O 1.482 3.679 1.520
C 0.219 3.865 0.922
C -0.447 5.171 1.404
N -1.700 5.234 0.821
C -2.529 6.449 1.026
C -2.241 7.543 0.015
O -1.139 8.287 0.363
C -0.665 9.182 -0.638
H 2.300 4.814 0.044
H 3.444 4.190 1.404
H 2.454 5.543 1.780
H -0.469 3.038 1.138
H 0.423 4.066 -0.130
H 0.156 6.068 1.150
H -0.580 5.190 2.498
H -2.280 4.408 0.992
H -2.280 6.833 2.057
H -3.545 6.068 1.044
H -3.089 8.272 0.051
H -2.158 7.083 -0.958
H -0.146 8.542 -1.457
H 0.052 9.936 -0.207
H -1.483 9.780 -1.137
C 10.121 -4.969 2.484
O 8.703 -4.878 2.606
C 8.130 -4.137 1.499
C 6.840 -3.431 2.009
N 7.192 -2.235 2.835
C 7.466 -1.055 1.940
C 7.267 0.201 2.804
O 5.870 0.671 2.788
C 5.668 1.356 1.487
H 10.607 -4.044 2.245
H 10.352 -5.654 1.661
H 10.417 -5.290 3.430
H 7.860 -4.788 0.677
H 8.885 -3.360 1.213
H 6.327 -4.220 2.579
H 6.170 -3.071 1.200
H 6.400 -2.006 3.398
H 6.803 -1.059 1.047
H 8.534 -1.066 1.651
H 7.882 1.010 2.462
H 7.479 0.128 3.864
H 4.699 1.848 1.528
H 5.650 0.693 0.614
H 6.550 2.010 1.381
C 2.036 -1.022 7.742
O 0.741 -0.711 7.373
C 0.619 0.347 6.366
C 0.968 -0.123 4.993
N 0.459 -1.432 4.560
C -1.024 -1.465 4.452
C -1.726 -0.455 3.550
O -1.714 -0.859 2.185
C -0.506 -0.408 1.525
H 2.546 -0.111 8.023
H 2.561 -1.614 6.963
H 1.992 -1.674 8.536
H 1.166 1.173 6.744
H -0.432 0.589 6.509
H 2.020 -0.298 4.919
H 0.743 0.705 4.296
H 0.719 -2.199 5.227
H -1.438 -1.489 5.450
H -1.333 -2.390 3.959
H -1.422 0.547 3.662
H -2.744 -0.556 3.892
H -0.564 -0.909 0.465
H 0.359 -0.723 2.049
H -0.461 0.668 1.420
C -7.869 -4.016 3.457
O -6.622 -3.348 3.475
C -5.619 -4.083 2.816
C -4.421 -3.150 2.889
N -3.264 -3.670 2.118
C -2.562 -4.590 3.062
C -1.670 -5.527 2.367
O -0.620 -4.817 1.743
C 0.090 -5.596 0.808
H -7.819 -4.974 3.922
H -8.190 -3.992 2.380
H -8.515 -3.395 4.023
H -5.828 -4.275 1.738
H -5.474 -5.051 3.392
H -4.157 -2.917 3.964
H -4.516 -2.131 2.506
H -2.595 -2.880 1.997
H -3.328 -5.226 3.535
H -2.090 -4.135 3.977
H -2.281 -5.973 1.602
H -1.274 -6.334 3.001
H 0.326 -6.579 1.285
H 1.022 -5.132 0.650
H -0.497 -5.706 -0.101
C -5.302 0.111 -4.443
O -3.988 0.509 -4.930
C -3.268 1.101 -3.949
C -1.938 1.516 -4.500
N -1.020 2.025 -3.486
C 0.163 2.684 -4.062
C 0.232 4.177 -3.879
O 1.505 4.620 -4.186
C 1.696 5.947 -3.670
H -5.627 -0.605 -5.180
H -6.028 0.909 -4.277
H -5.071 -0.436 -3.563
H -3.081 0.373 -3.137
H -3.714 1.969 -3.442
H -2.106 2.311 -5.240
H -1.465 0.643 -5.010
H -0.671 1.296 -2.930
H 0.223 2.332 -5.147
H 0.963 2.301 -3.491
H 0.025 4.292 -2.796
H -0.582 4.713 -4.495
H 1.595 5.966 -2.584
H 0.948 6.739 -4.037
H 2.658 6.254 -3.948
C -6.140 1.970 2.304
O -7.028 1.307 3.239
C -8.230 0.715 2.709
C -8.943 0.078 3.817
N -10.263 -0.391 3.483
C -11.018 -1.146 4.409
C -12.228 -1.624 3.529
O -12.616 -2.891 3.817
C -13.338 -2.984 4.984
H -6.596 2.942 1.993
H -5.998 1.262 1.499
H -5.181 2.077 2.789
H -7.914 -0.084 1.940
H -8.931 1.450 2.192
H -8.866 0.792 4.608
H -8.409 -0.794 4.240
H -10.848 0.461 3.314
H -11.285 -0.633 5.381
H -10.415 -1.964 4.710
H -11.737 -1.663 2.479
H -13.070 -0.881 3.594
H -14.310 -2.276 4.938
H -12.754 -2.569 5.768
H -13.700 -3.960 5.307
C 1.066 -0.155 -6.177
O 1.880 0.790 -6.804
C 3.229 0.531 -6.562
C 4.081 1.703 -6.946
N 5.588 1.462 -6.816
C 6.066 0.590 -5.797
C 7.575 0.733 -5.562
O 8.254 0.305 -6.663
C 9.656 0.488 -6.605
H -0.016 0.157 -6.387
H 1.190 -0.172 -5.081
H 1.326 -1.185 -6.423
H 3.615 -0.255 -7.239
H 3.428 0.337 -5.530
H 3.942 2.445 -6.207
H 3.811 2.099 -7.993
H 6.048 1.146 -7.660
H 5.819 -0.473 -5.943
H 5.618 0.904 -4.872
H 7.813 0.068 -4.683
H 7.935 1.728 -5.327
H 10.002 0.309 -7.622
H 10.224 -0.164 -5.891
H 9.929 1.549 -6.327
C 1.452 1.003 -1.212
O 0.706 0.023 -1.836
C 1.432 -1.081 -2.283
C 0.529 -2.037 -2.998
N -0.352 -2.656 -2.022
C -1.312 -3.634 -2.485
C -2.608 -2.990 -3.054
O -3.126 -2.156 -2.036
C -3.961 -2.789 -1.157
H 0.680 1.742 -0.840
H 2.082 1.461 -1.955
H 1.935 0.644 -0.299
H 1.970 -1.595 -1.502
H 2.177 -0.728 -2.995
H 1.109 -2.834 -3.369
H -0.054 -1.579 -3.836
H -0.786 -1.987 -1.386
H -1.577 -4.202 -1.639
H -0.777 -4.235 -3.288
H -3.349 -3.756 -3.304
H -2.342 -2.272 -3.814
H -4.322 -2.122 -0.375
H -3.439 -3.568 -0.669
H -4.876 -3.143 -1.634
N -3.129 0.849 -0.190
C -3.026 2.166 0.088
N -2.647 3.010 -0.990
O -3.174 2.629 1.234
H -3.104 0.217 0.650
H -3.006 0.356 -1.071
H -2.270 3.926 -0.764
H -2.269 2.554 -1.857
N 5.278 -1.206 -3.365
C 4.989 -1.777 -2.167
N 5.174 -3.068 -2.092
O 4.575 -1.134 -1.246
H 5.781 -1.682 -4.082
H 4.682 -0.405 -3.574
H 5.193 -3.572 -2.961
H 4.605 -3.419 -1.316
N 5.344 1.668 -1.875
C 4.313 2.023 -2.681
N 3.877 3.271 -2.757
O 3.881 1.206 -3.508
H 5.820 2.233 -1.183
H 5.240 0.678 -1.596
H 3.258 3.547 -3.533
H 4.532 3.917 -2.296
N 2.474 -3.084 2.434
C 3.133 -2.534 1.329
N 3.710 -1.298 1.480
O 3.041 -3.087 0.241
H 2.400 -2.458 3.249
H 1.584 -3.565 2.181
H 4.141 -1.006 0.570
H 4.105 -0.929 2.322